Density functional theory data (ωB97M-V/def2-TZVPD) for a cluster of 3 separate species, C6H17FN9O2 in total at a distorted geometry.

total charge = +1
frontier orbital gap = 8.4 eV
spin multiplicity = 1
molar mass = 266.3 g mol⁻¹
total energy = -26709.8574 eV
HOMO energy = -12.0 eV

Each line ends with the Mulliken charge.
Element x y z (Å)
C (3.9729, -0.0825, 0.4017)  -0.65
N (3.3250, 1.2018, 0.8695)  -0.33
C (1.9517, 1.4190, 0.2417)  -0.55
N (0.9307, 0.3451, 0.6352)  -0.03
C (-0.4303, 0.5224, 0.6693)  0.27
N (-1.4105, -0.5505, 1.1043)  -0.42
C (-2.7569, 0.1700, 1.0062)  0.07
N (-2.5490, 1.5809, 0.4998)  -0.12
N (-1.1917, 1.7753, 0.2934)  0.30
F (-0.7885, 2.9780, -0.1813)  -0.19
H (3.6977, -0.9298, 1.1964)  0.18
H (5.1375, 0.0941, 0.3700)  0.29
H (3.5150, -0.3452, -0.6596)  0.27
H (3.2179, 1.2408, 1.9116)  0.27
H (2.0239, 1.5625, -0.9360)  0.28
H (1.5458, 2.4352, 0.7190)  0.32
H (1.2845, -0.6171, 0.9220)  0.30
H (-3.8437, -0.2125, 1.2403)  0.41
H (-3.2038, 2.3718, 0.3129)  0.31
C (-6.4019, 1.7599, -0.6274)  0.66
O (-5.5954, 1.2304, 0.1205)  -0.61
N (-7.6811, 1.3544, -0.7225)  -0.42
N (-6.0840, 2.7966, -1.4237)  -0.33
H (-8.3599, 1.7777, -1.3325)  0.17
H (-7.9620, 0.5764, -0.1398)  0.22
H (-5.1307, 3.1330, -1.3829)  0.13
H (-6.7342, 3.2458, -2.0461)  0.19
C (5.1822, -3.4071, -0.4777)  0.67
O (5.7536, -2.3518, -0.7018)  -0.63
N (4.9572, -3.8622, 0.7681)  -0.40
N (4.7262, -4.2095, -1.4565)  -0.40
H (4.4885, -4.7286, 0.9726)  0.17
H (5.2846, -3.2882, 1.5342)  0.22
H (4.8752, -3.9039, -2.4093)  0.23
H (4.2534, -5.0821, -1.2917)  0.16

Density functional theory data (ωB97M-V/def2-TZVPD) for a structure of composition BrLi2.

total charge = +1
frontier orbital gap = 9.6 eV
energy relative to the best compared isomer or geometry (same formula, charge and spin) = 0.092 eV
spin multiplicity = 1
molar mass = 93.8 g mol⁻¹
total energy = -70448.8574 eV
HOMO energy = -14.1 eV

Each line ends with the Mulliken charge.
Element x y z (Å)
Li (1.6234, -5.4004, -10.3430)  0.91
Li (-0.0182, -8.5306, -12.2881)  0.89
Br (1.8920, -7.2285, -12.0254)  -0.80

Density functional theory data (ωB97M-V/def2-TZVPD) for a structure of composition C30H33Cl5N10O4Sc at a distorted geometry.

total charge = -1
frontier orbital gap = 3.1 eV
energy relative to the best compared isomer or geometry (same formula, charge and spin) = 5.222 eV
spin multiplicity = 1
molar mass = 819.9 g mol⁻¹
total energy = -138049.9898 eV
HOMO energy = -2.1 eV

Each line ends with the Mulliken charge.
Element x y z (Å)
Sc (0.8321, 0.4391, -0.5344)  -0.82
Cl (2.2489, -5.5716, -4.2255)  -0.27
C (2.5046, -4.0640, -3.3753)  0.27
C (1.4092, -3.3770, -2.8792)  -0.54
C (1.4858, -2.1049, -2.3862)  -0.38
N (0.4424, -1.2458, -2.1202)  0.54
C (-0.5989, -1.1101, -3.0706)  -0.23
O (-0.8531, -1.9055, -3.9414)  -0.78
C (-1.4518, 0.0784, -2.8897)  0.45
C (-2.5421, 0.3820, -4.0038)  0.31
C (-2.5811, 1.8181, -4.3553)  -0.70
C (-1.6215, 2.7393, -3.9401)  -1.09
C (-0.6401, 2.2986, -2.9908)  0.28
N (-0.6414, 1.1022, -2.4229)  0.84
C (2.7984, -1.5597, -2.1022)  0.34
C (3.9533, -2.2436, -2.5495)  -0.74
C (3.8284, -3.4819, -3.2556)  0.03
Cl (5.2367, -4.0648, -4.1220)  -0.26
N (2.8345, -0.3769, -1.3879)  0.45
C (3.9316, 0.4265, -1.3609)  -0.04
O (5.1435, 0.0272, -1.4168)  -0.85
C (3.7048, 1.8691, -1.3906)  0.90
C (4.8705, 2.6980, -1.3759)  -0.91
C (4.6618, 4.0665, -1.3751)  -0.20
C (3.3828, 4.5980, -1.4229)  -1.39
C (2.2948, 3.7214, -1.3740)  0.31
N (2.4941, 2.3868, -1.3581)  0.34
H (0.3997, -3.8469, -3.0001)  0.32
H (-2.3835, -0.3673, -4.8411)  0.47
H (-3.4364, 2.1316, -5.0073)  0.54
H (-1.5854, 3.7612, -4.2265)  0.51
H (0.1653, 2.9644, -2.6814)  -0.04
H (4.9806, -1.9730, -2.2789)  0.47
H (5.8534, 2.2579, -1.4208)  0.48
H (5.5367, 4.7056, -1.3459)  0.38
H (3.1558, 5.6420, -1.3636)  0.40
H (1.3013, 4.1317, -1.2982)  0.26
N (-1.1386, -0.4040, 0.2459)  0.40
C (-0.9485, -1.1228, 1.4792)  0.24
C (-1.9148, -2.3712, 1.5021)  -0.85
C (-1.9167, -3.2695, 2.7668)  -0.94
C (-2.0275, -2.6535, 4.1769)  -0.76
N (-0.6811, -2.2982, 4.7685)  -0.03
C (-0.0759, -2.8016, 5.8685)  0.67
N (1.2777, -2.8461, 5.9281)  -0.32
N (-0.8906, -3.3707, 6.8423)  -0.47
C (0.5957, -1.4896, 1.7118)  0.14
O (0.9421, -2.2253, 2.6442)  -1.00
O (1.4127, -0.8166, 0.9345)  -0.32
H (-1.8774, 0.3473, 0.2696)  0.09
H (-1.4908, -1.0595, -0.4837)  0.21
H (-1.2388, -0.4359, 2.2912)  0.07
H (-1.7455, -2.9554, 0.5868)  0.39
H (-2.8869, -1.8721, 1.4148)  0.42
H (-1.1264, -4.0251, 2.8112)  0.29
H (-2.8591, -3.8786, 2.6928)  0.48
H (-2.4901, -3.4743, 4.7458)  0.47
H (-2.6851, -1.8223, 4.2073)  0.34
H (0.0326, -2.1197, 3.9956)  0.26
H (1.7190, -2.5981, 5.0066)  0.22
H (1.8658, -2.8705, 6.7203)  0.22
H (-1.7428, -2.8277, 6.9843)  0.27
H (-0.3962, -3.5868, 7.7182)  0.28
C (-2.0719, 2.4926, 1.2983)  -2.00
C (-0.5534, 2.7432, 1.4476)  1.83
C (-0.3049, 4.2472, 0.9912)  -1.84
C (-0.1416, 2.5180, 2.9728)  -1.70
N (0.2180, 1.9436, 0.5837)  -0.03
H (-2.5876, 3.2698, 1.7900)  0.67
H (-2.3509, 1.6741, 1.8552)  0.44
H (-2.4431, 2.3855, 0.2671)  0.14
H (-0.9394, 4.9425, 1.5472)  0.45
H (-0.4865, 4.3463, -0.0492)  0.33
H (0.7196, 4.4991, 1.1571)  0.33
H (-0.8260, 3.0032, 3.6729)  0.34
H (0.8075, 3.0501, 3.0758)  0.36
H (-0.0300, 1.4894, 3.2129)  0.29
Cl (-5.4793, -1.3079, -4.0899)  -0.13
C (-5.0334, -0.0919, -2.9219)  0.63
Cl (-5.5582, 1.5848, -3.4434)  -0.15
Cl (-5.5344, -0.3767, -1.2321)  -0.13
C (-3.5346, -0.1280, -2.9117)  -0.76
N (-2.6986, -0.3896, -1.9625)  -0.52

Density functional theory data (ωB97M-V/def2-TZVPD) for a cluster of 2 separate species, C5H14N in total.

frontier orbital gap (spin up / spin down) = 7.0 / 11.8 eV
energy relative to the best compared isomer or geometry (same formula, charge and spin) = 0.000 eV
spin multiplicity = 2
molar mass = 88.2 g mol⁻¹
total energy = -6900.3817 eV
HOMO energy (spin up / spin down) = -5.9 / -10.8 eV

Each line ends with the Mulliken spin population.
Element x y z (Å)
C (-1.7095, -0.1938, 0.5828)  -0.01
C (-0.4812, 0.7254, 0.5791)  0.01
C (0.0850, 0.9856, -0.8107)  0.00
C (-0.7328, 2.0148, 1.3651)  0.00
H (-1.8938, -0.5719, 1.5861)  0.00
H (-2.6044, 0.3448, 0.2627)  0.00
H (-1.5477, -1.0451, -0.0797)  0.01
H (0.2593, 0.1770, 1.1782)  0.01
H (1.1366, 1.2625, -0.7401)  0.00
H (-0.4746, 1.7768, -1.3162)  0.00
H (0.0173, 0.1413, -1.4990)  0.00
H (-1.1879, 1.7666, 2.3229)  0.00
H (0.1916, 2.5766, 1.4865)  0.00
H (-1.4376, 2.6312, 0.8000)  0.00
C (1.8199, -2.4436, -1.5459)  0.76
N (1.6439, -1.7855, -0.3593)  0.24
H (2.6996, -3.0387, -1.7150)  0.01
H (1.1329, -2.2516, -2.3516)  0.02
H (0.8680, -1.1623, -0.2011)  -0.03
H (2.2154, -1.9100, 0.4551)  -0.02

Density functional theory data (ωB97M-V/def2-TZVPD) for a structure of composition C13H39ClInNO7PS5.

total charge = -1
frontier orbital gap = 5.7 eV
spin multiplicity = 1
molar mass = 663.0 g mol⁻¹
total energy = -111094.9656 eV
HOMO energy = -4.0 eV

Each line ends with the Mulliken charge.
Element x y z (Å)
N (-0.4225, 0.7991, -6.3201)  -0.73
P (0.7099, 1.9479, -6.3985)  0.13
In (2.9954, 0.8308, -6.4605)  0.65
Cl (4.7515, 2.2678, -5.5085)  -0.61
C (2.7413, -0.9264, -5.1639)  -1.07
C (2.1007, -0.5255, -3.8321)  -0.05
C (1.6323, -1.6195, -2.9014)  0.29
O (1.1109, -1.4251, -1.8315)  -0.59
O (1.8930, -2.9061, -3.2842)  -0.46
H (-0.9956, 0.9285, -5.4913)  0.17
H (0.6198, 2.8133, -5.2981)  0.04
H (0.5023, 2.7895, -7.5228)  -0.03
H (3.4766, 0.3744, -8.0886)  -0.33
H (2.0615, -1.5855, -5.7234)  0.39
H (3.6892, -1.4487, -5.0085)  0.44
H (2.8012, 0.0718, -3.2339)  0.28
H (1.2347, 0.1211, -4.0225)  0.14
H (1.7270, -2.9904, -4.2348)  0.36
C (-0.1152, 7.2880, -4.0923)  -0.95
S (-0.9806, 5.7535, -3.7318)  0.45
O (-0.5351, 4.7695, -4.7452)  -0.51
C (-2.6049, 6.3267, -4.2502)  -0.95
H (0.9389, 7.1212, -3.8817)  0.31
H (-0.2480, 7.5353, -5.1453)  0.30
H (-0.5001, 8.0832, -3.4532)  0.36
H (-2.5575, 6.6438, -5.2917)  0.30
H (-2.9254, 7.1467, -3.6069)  0.36
H (-3.2906, 5.4883, -4.1498)  0.31
C (-1.2522, -3.5826, -1.7177)  -0.57
S (-1.9203, -5.2446, -1.6693)  0.44
O (-2.2932, -5.6381, -3.0559)  -0.64
C (-3.4349, -4.8106, -0.8090)  -0.59
H (-0.3002, -3.6170, -2.2423)  0.11
H (-1.9488, -2.9263, -2.2395)  0.37
H (-1.0858, -3.2331, -0.6994)  0.23
H (-4.0003, -4.0842, -1.3920)  0.28
H (-3.1644, -4.3907, 0.1583)  -0.01
H (-4.0239, -5.7150, -0.6714)  0.36
C (-2.4076, -0.6796, 2.7470)  -0.85
S (-2.5997, -2.2546, 1.9186)  0.62
O (-4.0497, -2.5953, 1.9592)  -0.67
C (-1.7975, -3.2430, 3.1831)  -0.83
H (-2.8905, 0.0752, 2.1290)  0.40
H (-2.8687, -0.7241, 3.7310)  0.23
H (-1.3457, -0.4581, 2.8431)  0.21
H (-2.3159, -3.1081, 4.1306)  0.28
H (-0.7576, -2.9332, 3.2778)  0.26
H (-1.8497, -4.2820, 2.8618)  0.35
C (-0.0922, 0.9765, 6.7249)  -0.83
S (-0.7283, -0.6832, 6.9407)  0.47
O (-1.1882, -1.1315, 5.5952)  -0.51
C (-2.2008, -0.2220, 7.8627)  -1.00
H (0.8135, 0.8908, 6.1302)  0.12
H (-0.8403, 1.5848, 6.2158)  0.37
H (0.1554, 1.3953, 7.7001)  0.37
H (-2.8063, 0.4611, 7.2668)  0.28
H (-1.9028, 0.2438, 8.8018)  0.39
H (-2.7597, -1.1332, 8.0646)  0.34
C (2.7814, -0.3092, 3.8171)  -0.64
S (3.3775, -1.2337, 5.2344)  0.50
O (2.7205, -0.6470, 6.4362)  -0.59
C (5.0544, -0.5930, 5.2023)  -0.97
H (1.7242, -0.5405, 3.6997)  -0.03
H (2.9148, 0.7572, 3.9998)  0.32
H (3.3237, -0.6197, 2.9246)  0.43
H (5.0274, 0.4929, 5.2899)  0.30
H (5.5373, -0.8951, 4.2733)  0.37
H (5.5843, -1.0222, 6.0497)  0.33